Formula: C4H10O3
Source: the Open Molecules 2025 dataset
Level of theory: wB97M-V/def2-TZVPD

Results
Relative energy (zero: lowest compared OMol25 entry of this formula, charge and spin) = 43.5 kcal per mole
HOMO-LUMO gap = 10.65 eV
Spin multiplicity = 1
DFT total energy = -10451.3562 eV
Structure (SMILES) = O=CCCCO.O
HOMO = -10.01 eV

Each line ends with the Löwdin charge.
Geometry (Å):
C1 0.0919 1.1771 0.9609  -0.245
O1 0.7374 1.3431 2.2300  -0.064
C2 -0.7767 -0.0791 0.9396  -0.160
C3 -1.4831 -0.1401 -0.4313  -0.166
C4 -1.2757 -1.3967 -1.1916  -0.294
O2 -0.7723 -2.4312 -0.8432  0.054
H1 0.8848 1.0482 0.2244  0.112
H2 -0.5235 2.0722 0.9319  0.123
H3 1.0012 0.5499 2.6309  0.048
H4 -1.5644 -0.0206 1.6851  0.119
H5 -0.1459 -0.9307 1.0205  0.097
H6 -2.5808 -0.1537 -0.3352  0.128
H7 -1.4087 0.7171 -1.1051  0.120
H8 -1.6500 -1.3365 -2.2419  0.121
H9 2.7773 0.3189 -2.1013  0.026
H10 3.3800 -0.8134 -1.0218  0.029
O3 3.3085 0.0754 -1.3519  -0.049

Force components x, y, z for each atom (eV/Å):
0.3178 -0.9647 1.8170
-0.5348 2.0467 -0.4959
-0.8558 1.7511 -1.3934
-0.7664 -0.4840 0.4954
0.1621 -0.2314 -1.5723
0.1195 0.2108 0.6269
-0.2604 0.5734 -0.5279
0.1334 0.1018 -0.8700
0.4900 -1.8710 0.4759
0.3489 -0.2194 0.4441
0.3078 -0.9225 0.4117
-0.0241 -0.0568 0.3657
0.7198 0.0457 0.0686
-0.1194 0.0307 0.1509
-0.3887 -1.0799 -0.2795
-0.7063 -0.5224 -0.7958
1.0565 1.5919 1.0785



Formula: C38H39IrN8PSe
Source: the Open Molecules 2025 dataset
Level of theory: wB97M-V/def2-TZVPD

Results
⟨S²⟩ = 1.040
HOMO-LUMO gap (spin up / spin down) = 4.87 / 3.25 eV
Spin multiplicity = 2
Charge = +2
DFT total energy = -129416.2826 eV
HOMO (spin up / spin down) = -12.49 / -11.63 eV

Each line ends with the Löwdin charge.
Geometry (Å):
Ir1 0.5368 -1.4538 0.1823  1.294
C1 -4.4128 -0.5149 1.5864  -0.583
C2 -3.6335 0.1359 2.6369  -0.088
C3 -2.3837 -0.2610 2.9484  -0.026
C4 -1.7631 -1.3385 2.2283  -0.262
C5 -2.6162 -2.1567 1.4193  -0.036
C6 -3.8820 -1.7978 1.1347  -0.097
N1 -0.4488 -1.5403 2.1972  0.017
C7 0.4006 -1.0606 3.1548  -0.209
C8 0.1972 -0.9920 4.5343  -0.011
C9 1.1747 -0.4687 5.3566  -0.007
C10 2.3917 0.0071 4.8349  -0.051
C11 2.6649 -0.0949 3.5010  0.002
C12 1.6908 -0.6524 2.6262  -0.376
N2 1.8117 -0.7890 1.3524  -0.061
N3 2.4233 1.0550 -0.4828  0.073
C13 2.7428 0.0763 -1.3830  -0.282
C14 3.7769 0.2298 -2.3188  0.002
C15 4.0984 -0.8084 -3.1647  -0.018
C16 3.3496 -1.9806 -3.1061  -0.031
C17 2.2824 -2.0275 -2.2371  -0.113
N4 1.9765 -1.0407 -1.3844  -0.027
H1 -5.4878 -0.5090 1.7618  0.102
H2 -4.0845 0.9765 3.1429  0.126
H3 -1.8138 0.2648 3.6986  0.107
H4 -2.2176 -3.1021 1.0958  0.086
H5 -4.5284 -2.4286 0.5419  0.124
H6 -0.7104 -1.3903 4.9630  0.126
H7 1.0132 -0.4292 6.4228  0.124
H8 3.1253 0.4331 5.5030  0.117
H9 3.6098 0.2127 3.0785  0.121
H10 4.2916 1.1732 -2.3834  0.120
H11 4.9096 -0.7163 -3.8673  0.125
H12 3.5786 -2.8260 -3.7328  0.118
H13 1.6404 -2.8965 -2.2167  0.100
C18 -3.4181 -1.0815 -3.7686  -0.141
C19 -2.2368 -0.1871 -3.4222  -0.181
N5 -1.2911 -0.9094 -2.5890  0.079
C20 -1.4294 -2.1877 -2.1714  -0.365
N6 -0.7175 -2.5814 -1.1251  -0.142
C21 -0.7335 -4.0081 -0.8157  -0.239
C22 -2.0706 -4.6609 -1.1538  -0.141
C23 -2.3410 -4.4136 -2.6270  -0.132
N7 -2.2207 -2.9967 -2.9006  -0.035
C24 -2.8733 -2.4687 -4.0811  -0.127
H14 -3.9624 -0.6829 -4.6225  0.126
H15 -4.1017 -1.1393 -2.9194  0.098
H16 -2.5756 0.7098 -2.8891  0.090
H17 -1.7237 0.1360 -4.3354  0.123
H18 -0.7003 -0.3365 -2.0036  0.069
H19 -0.4885 -4.1397 0.2436  0.098
H20 0.0574 -4.5119 -1.3884  0.116
H21 -2.8768 -4.2161 -0.5673  0.102
H22 -2.0406 -5.7280 -0.9412  0.129
H23 -3.3517 -4.7324 -2.8883  0.131
H24 -1.6418 -4.9784 -3.2561  0.138
H25 -3.6756 -3.1494 -4.3656  0.131
H26 -2.1608 -2.4062 -4.9108  0.138
C25 0.6044 3.9286 2.8821  -0.225
P1 0.9269 2.5249 1.7262  1.078
C26 2.6974 2.6585 1.3012  -0.316
C27 3.5446 3.3797 2.1395  -0.089
C28 4.9184 3.3284 1.9975  -0.062
C29 5.4750 2.5005 1.0335  -0.044
C30 4.6586 1.7518 0.2092  -0.013
C31 3.2707 1.8250 0.3112  -0.255
C32 0.0384 3.1457 0.2668  -0.276
C33 -1.4446 2.8360 0.2929  -0.266
C34 -2.2064 3.4440 -0.8435  0.013
C35 -1.5678 3.9689 -1.9120  -0.023
C36 -0.1577 4.0316 -1.9730  0.057
C37 0.6102 3.6268 -0.8858  -0.039
H27 0.9842 4.8672 2.4797  0.062
H28 1.0485 3.7131 3.8519  0.051
H29 -0.4725 4.0185 3.0219  0.044
H30 3.1287 3.9914 2.9212  0.093
H31 5.5530 3.9102 2.6468  0.115
H32 6.5468 2.4271 0.9364  0.119
H33 5.1061 1.0572 -0.4819  0.102
H34 1.5037 0.9282 -0.0627  0.038
H35 -1.9147 3.0681 1.2568  0.166
H36 -3.2825 3.4261 -0.7772  0.093
H37 -2.1417 4.3894 -2.7237  0.130
H38 0.3222 4.4495 -2.8417  0.133
H39 1.6819 3.7606 -0.9163  0.119
Se1 -4.2972 0.6944 -0.1082  0.637
C38 -1.3411 1.3982 0.1541  -0.247
N8 -0.9240 0.3322 -0.0288  0.134

Force components x, y, z for each atom (eV/Å):
-0.2189 0.4583 0.5545
-0.2194 0.0736 -0.2026
-0.1291 -0.1342 -0.4192
0.2989 -0.0019 0.2600
-1.2174 0.1279 -0.0743
0.3358 -0.2391 0.1775
0.0261 0.5042 0.1180
0.5953 -0.3788 -0.7163
0.8830 0.3611 -0.1742
-0.4412 -0.1945 0.2737
-0.1732 -0.1050 -0.5417
0.4032 0.2457 -0.1368
0.1015 -0.2561 0.0440
-1.6089 -0.3665 1.6096
1.8637 0.1870 -1.2580
-0.9555 0.5316 -0.0048
0.1962 -0.3737 -0.3859
-0.1833 -0.0614 0.0883
-0.2696 -0.1539 0.2366
-0.0885 0.1771 0.1182
0.1883 -0.3672 -0.4636
-0.5601 0.0024 0.7070
0.1060 -0.0099 0.0209
-0.0135 0.1339 -0.0031
0.0300 0.1340 -0.0241
0.1269 -0.0068 -0.1973
-0.0006 -0.0469 -0.0800
-0.1098 0.0163 0.0778
-0.0761 -0.0308 0.1032
0.0453 -0.0154 0.0601
0.1148 0.0648 -0.0237
0.0491 0.0721 0.0305
0.1136 0.0842 -0.1033
-0.0550 -0.0775 -0.0682
-0.0709 0.0426 0.1118
0.1622 -0.0179 0.0088
-0.2380 0.1762 -0.3343
0.1737 0.2880 0.1073
0.5213 -0.0666 0.2423
-0.3016 -0.0712 -0.2717
-0.0280 -0.2961 0.0258
0.2562 0.0903 -0.1676
-0.0094 -0.3581 0.2472
-0.0838 0.0940 0.1631
-0.1606 0.3949 -0.2444
0.0151 0.0425 -0.0035
-0.0113 -0.0117 -0.0023
0.0099 -0.1328 -0.0072
-0.0937 -0.0182 0.0513
-0.1487 -0.3144 -0.1579
-0.0259 0.0116 -0.0931
-0.0120 -0.0824 0.1282
0.0144 -0.0233 0.0268
0.0056 -0.0161 -0.0186
0.0463 0.0538 -0.0278
-0.0586 -0.0126 0.0725
0.0869 0.0079 0.0383
-0.0581 -0.0866 -0.0787
-0.0431 -0.0269 -0.2542
0.3205 0.4283 0.0928
-0.2063 -0.2349 -0.1357
0.0891 0.0705 -0.1408
0.1112 -0.0240 0.0035
-0.1955 0.1556 0.1640
-0.0856 -0.1602 -0.0696
0.3475 0.1507 0.3250
0.4958 0.1941 0.2272
0.2002 0.6465 -0.1459
-0.3197 -0.4033 0.0297
-0.0548 0.1801 -0.3430
-0.4894 -0.2267 0.4589
0.3450 0.0052 0.3039
0.0563 -0.0093 0.1105
0.0127 -0.0195 -0.0124
-0.0242 -0.0419 0.0384
-0.0540 0.1337 0.1160
0.0354 0.0628 0.0704
0.0961 -0.0335 -0.0218
0.0713 0.0292 -0.0363
0.3703 -0.2010 -0.2279
-0.0696 -0.0171 0.0239
-0.1366 -0.0107 0.0465
-0.0836 -0.0032 -0.0615
0.0815 0.0982 -0.1627
0.1002 -0.0206 0.0062
-0.1670 -0.0373 0.3893
0.3106 -1.7698 -0.5527
-0.2632 1.0368 0.3387